Computed, not measured: a molecular structure, C40H55BHgN9, with the ωB97M-V functional and the def2-TZVPD basis.

Element x y z (Å)
1 Hg -0.01021 -0.18480 0.70897
2 C 1.71578 -1.58294 3.56884
3 C 0.65522 -1.33868 4.64064
4 C 1.30246 -1.25259 6.02584
5 C -0.14308 -0.09849 4.35285
6 C -0.93152 0.63789 5.25725
7 C -1.44578 1.67318 4.50990
8 N -0.99441 1.54620 3.24835
9 N -0.18814 0.47879 3.15999
10 B -1.21592 2.59834 2.14396
11 N 0.13575 2.95078 1.50853
12 C 0.73639 4.15212 1.57402
13 C 1.92909 4.07282 0.89163
14 C 1.98316 2.74674 0.42096
15 N 0.88986 2.08973 0.79705
16 C 3.05968 2.11746 -0.41054
17 C 3.14644 2.79583 -1.78160
18 C 4.41241 2.17486 0.30399
19 N -2.23158 2.16424 1.06070
20 C -3.34664 2.85969 0.77243
21 C -3.99868 2.22584 -0.26145
22 C -3.18407 1.12070 -0.57171
23 N -2.13009 1.11189 0.23477
24 C -3.42917 0.11193 -1.66108
25 C -2.48722 -1.08953 -1.57979
26 C -4.89280 -0.34223 -1.64603
27 H 2.39391 -2.38095 3.87629
28 H 1.24011 -1.87141 2.62865
29 H 2.29350 -0.67367 3.39391
30 H -0.04345 -2.18309 4.64277
31 H 2.00113 -0.41455 6.06036
32 H 0.55772 -1.11007 6.80770
33 H 1.84959 -2.17159 6.24150
34 H -1.09555 0.44857 6.30372
35 H -2.09973 2.48061 4.79309
36 H -1.66859 3.57234 2.67370
37 H 0.28330 4.97667 2.09841
38 H 2.65846 4.85356 0.75616
39 H 2.79819 1.06651 -0.55515
40 H 3.45981 3.83540 -1.67020
41 H 3.86501 2.27633 -2.41879
42 H 2.17811 2.79028 -2.28248
43 H 4.76547 3.20522 0.37865
44 H 4.33784 1.77178 1.31536
45 H 5.15658 1.59703 -0.24760
46 H -3.61241 3.74602 1.32286
47 H -4.91383 2.53327 -0.73754
48 H -3.24496 0.61710 -2.61578
49 H -2.49474 -1.52383 -0.57972
50 H -2.78068 -1.85632 -2.29865
51 H -1.46424 -0.78906 -1.80309
52 H -5.15569 -0.74838 -0.66708
53 H -5.56849 0.48518 -1.86069
54 H -5.05281 -1.11465 -2.39993
55 C 0.51579 0.38073 -2.62271
56 C 1.55009 -0.09093 -3.60109
57 C 1.31405 -0.02058 -4.96707
58 C 2.24754 -0.47662 -5.88401
59 C 3.43036 -1.03367 -5.42715
60 C 3.70358 -1.12052 -4.06881
61 C 5.01909 -1.66613 -3.58280
62 C 2.75700 -0.64451 -3.15048
63 N 3.10261 -0.54469 -1.80695
64 C 2.96334 -1.34961 -0.85250
65 C 3.56619 -1.02068 0.48955
66 C 2.25234 -2.67384 -0.96349
67 C 3.08110 -3.92398 -0.81505
68 N 1.00866 -2.64697 -1.17257
69 C 0.20070 -3.76656 -1.43161
70 C -0.04803 -4.10710 -2.77330
71 C 0.67424 -3.40334 -3.88722
72 C -0.97286 -5.10298 -3.05240
73 C -1.63538 -5.77309 -2.03372
74 C -1.35564 -5.44762 -0.71898
75 C -0.43404 -4.45628 -0.39632
76 C -0.10509 -4.17330 1.04490
77 H 0.93701 1.06899 -1.89222
78 H 0.11480 -0.46495 -2.05629
79 H -0.30758 0.87724 -3.13468
80 H 0.38740 0.41591 -5.32073
81 H 2.05149 -0.39536 -6.94525
82 H 4.16537 -1.40137 -6.13366
83 H 5.60187 -2.05263 -4.41710
84 H 4.88152 -2.47026 -2.85928
85 H 5.59457 -0.88149 -3.08450
86 H 4.63898 -1.22834 0.47699
87 H 3.10461 -1.60339 1.28630
88 H 3.44396 0.04100 0.69799
89 H 3.85708 -3.79143 -0.06094
90 H 3.57231 -4.16315 -1.76040
91 H 2.44206 -4.76320 -0.54420
92 H 0.56583 -2.32192 -3.80365
93 H 0.28304 -3.72057 -4.85267
94 H 1.74462 -3.62227 -3.86818
95 H -1.17732 -5.34593 -4.08823
96 H -2.35667 -6.54615 -2.26495
97 H -1.85701 -5.96969 0.08900
98 H -0.96371 -4.37657 1.68216
99 H 0.19035 -3.13347 1.19024
100 H 0.71774 -4.80841 1.38558
101 C -4.22739 -3.03173 1.22741
102 C -3.07945 -2.30507 1.73881
103 N -2.17165 -1.72977 2.14245
104 H -4.44079 -3.88574 1.86839
105 H -4.02372 -3.38072 0.21490
106 H -5.09351 -2.37150 1.20750

Results
highest occupied orbital energy (alpha / beta) = -0.2516 / -0.2947 hartree
multiplicity = 2
<S²> = 0.75

Mulliken population analysis, charges in e, atoms 1 to 4: Hg 2.64; C -0.85; C 1.35; C -1.69